Record 1
{"formula": "C26H38N8OS2SeSiSr", "method": "ωB97M-V/def2-TZVPD", "species": ["Sr", "Se", "S", "S", "Si", "O", "N", "N", "N", "N", "N", "N", "N", "N", "C", "C", "C", "C", "C", "C", "C", "C", "C", "C", "C", "C", "C", "C", "C", "C", "C", "C", "C", "C", "C", "C", "C", "C", "C", "C", "H", "H", "H", "H", "H", "H", "H", "H", "H", "H", "H", "H", "H", "H", "H", "H", "H", "H", "H", "H", "H", "H", "H", "H", "H", "H", "H", "H", "H", "H", "H", "H", "H", "H", "H", "H", "H", "H"], "coordinates": [[1.034, -0.418, -0.305], [2.522, 3.505, -2.479], [-0.885, -2.706, -0.985], [1.690, -1.636, -2.917], [3.907, 0.519, 0.898], [-0.835, 0.996, -0.510], [0.350, 2.223, -3.845], [-1.462, -1.840, 2.088], [0.205, -0.277, 2.262], [-2.238, 3.238, 1.861], [-0.320, 3.595, -2.294], [-1.328, -0.581, 4.054], [-2.503, 0.021, -1.686], [-5.542, 1.209, -0.252], [-2.686, -0.941, 4.419], [-2.815, 3.318, -2.651], [-3.713, 2.651, -3.472], [5.464, 0.609, -0.229], [-3.277, 1.794, -4.484], [1.423, -3.304, -2.398], [0.895, 0.759, 3.013], [0.789, 3.068, -2.877], [2.436, -4.305, -2.910], [-2.580, 2.466, 1.069], [-0.831, -0.841, 2.785], [0.715, 0.621, 4.514], [-0.771, 0.538, 4.794], [-3.105, -2.253, 3.782], [4.621, -0.514, 2.379], [-1.468, 3.094, -2.878], [-2.861, -2.139, 2.290], [0.283, -5.208, -1.298], [-1.927, 1.562, -4.706], [-1.035, 2.228, -3.882], [-4.404, 1.365, -0.092], [1.181, 1.385, -4.687], [0.403, -3.737, -1.633], [-3.024, 1.541, 0.105], [4.014, 2.294, 1.675], [-2.065, 0.844, -0.703], [-1.262, 1.479, 4.509], [-1.143, -1.940, 1.120], [0.246, -5.829, -2.202], [2.218, 1.641, -4.488], [1.993, -4.988, -3.646], [-3.079, -3.062, 1.754], [-1.868, -0.737, -1.946], [-3.509, -1.351, 1.877], [3.249, 2.485, 2.432], [-1.584, 0.863, -5.455], [2.840, -4.928, -2.105], [-2.499, -3.067, 4.186], [1.163, 1.468, 5.037], [-4.774, 2.776, -3.300], [3.919, -0.575, 3.218], [5.296, 1.303, -1.058], [1.200, -0.294, 4.868], [1.009, 0.333, -4.448], [-4.155, -2.454, 4.000], [4.994, 2.462, 2.142], [5.554, -0.073, 2.754], [-3.481, -0.220, -1.689], [-3.154, 3.952, -1.843], [-0.256, 4.132, -1.446], [0.944, 1.581, -5.734], [6.345, 0.946, 0.332], [-0.622, -5.392, -0.723], [1.134, -5.568, -0.707], [-2.726, -1.007, 5.511], [4.832, -1.543, 2.071], [5.688, -0.366, -0.671], [3.874, 3.048, 0.894], [-0.977, 0.366, 5.856], [3.265, -3.787, -3.387], [-3.387, -0.147, 4.118], [1.949, 0.730, 2.744], [-4.010, 1.275, -5.088], [0.520, 1.741, 2.695]], "forces_ev_per_angstrom": [[0.5, -0.5, -0.1], [-0.1, 0.0, 0.1], [0.0, 0.1, 0.0], [0.1, 0.1, -0.1], [0.1, 0.1, 0.1], [-0.3, 0.4, -0.3], [0.0, 0.0, 0.0], [0.1, 0.2, -0.1], [-0.2, -0.2, 0.1], [0.0, 0.0, 0.0], [0.1, 0.0, 0.1], [0.0, 0.0, 0.0], [-0.1, 0.0, 0.0], [0.0, 0.0, -0.1], [0.0, 0.1, 0.0], [0.1, 0.0, 0.0], [0.0, 0.0, 0.0], [0.0, -0.1, 0.0], [0.0, 0.0, 0.0], [0.0, 0.1, 0.0], [0.0, 0.1, 0.0], [0.1, 0.0, -0.1], [0.1, -0.1, 0.0], [0.0, 0.1, 0.1], [0.0, 0.0, -0.1], [0.0, 0.0, 0.0], [0.0, 0.0, 0.0], [0.0, 0.0, 0.0], [0.0, 0.0, 0.0], [-0.1, 0.0, -0.1], [0.0, 0.1, 0.0], [0.0, -0.1, 0.0], [0.0, 0.0, 0.1], [-0.1, 0.0, 0.0], [-0.1, 0.0, 0.1], [0.0, 0.1, 0.0], [0.0, 0.0, 0.1], [0.0, -0.1, -0.2], [0.0, 0.0, -0.1], [-0.1, 0.0, 0.3], [0.0, 0.0, 0.0], [0.1, -0.2, 0.2], [0.0, 0.0, 0.0], [0.0, 0.0, 0.0], [0.0, 0.0, 0.0], [0.0, 0.0, 0.0], [0.0, 0.0, 0.0], [0.0, 0.0, 0.0], [0.0, 0.0, 0.0], [0.0, 0.0, 0.0], [0.0, 0.0, 0.0], [0.0, 0.0, 0.0], [0.0, 0.0, 0.0], [0.0, 0.0, 0.0], [0.0, 0.0, 0.0], [0.0, 0.0, 0.0], [0.0, 0.0, 0.0], [0.0, 0.0, 0.0], [0.0, 0.0, 0.0], [0.0, 0.0, 0.0], [0.0, 0.0, 0.0], [0.0, 0.0, 0.0], [0.0, 0.0, 0.0], [0.0, 0.0, 0.0], [0.0, 0.0, 0.0], [0.0, 0.0, 0.0], [0.0, 0.0, 0.0], [0.0, 0.0, 0.0], [0.0, 0.0, 0.0], [0.0, 0.0, 0.0], [0.0, 0.0, 0.0], [0.0, 0.0, 0.0], [0.0, 0.0, 0.0], [0.0, 0.0, 0.0], [0.0, 0.0, 0.0], [0.0, 0.0, 0.0], [0.0, 0.0, 0.0], [0.0, 0.0, 0.0]], "mulliken_charge": [1.387, -0.317, -0.649, -0.464, 0.183, -1.087, 0.314, 0.150, 0.460, -0.856, 0.216, 0.210, -0.105, -0.751, -0.685, -0.769, -0.577, -1.265, -0.652, 0.199, 0.371, -0.385, -1.503, -0.401, -0.291, -0.846, -0.712, -0.659, -1.229, -0.033, -0.498, -1.497, -0.494, 0.760, -0.600, -1.057, 0.555, 1.170, -1.229, 1.316, 0.348, -0.097, 0.306, 0.302, 0.302, 0.328, 0.160, 0.174, 0.338, 0.431, 0.285, 0.311, 0.418, 0.370, 0.280, 0.244, 0.299, 0.248, 0.399, 0.369, 0.335, 0.245, 0.425, 0.327, 0.315, 0.332, 0.331, 0.276, 0.351, 0.330, 0.298, 0.282, 0.401, 0.362, 0.307, -1.038, 0.370, 0.256], "total_charge": -2, "total_energy_ev": -137283.33533, "orbital_gap_ev": 5.373, "lumo_ha": 0.16081, "molar_mass_da": 737.45}

***

Record 2
{"formula": "C3H5N3", "method": "ωB97M-V/def2-TZVPD", "species": ["N", "N", "N", "C", "C", "C", "H", "H", "H", "H", "H"], "coordinates": [[-1.468, -0.247, 0.102], [1.495, -0.264, 0.158], [1.252, 1.176, 0.363], [-0.463, 0.188, -0.719], [0.630, -0.684, -0.782], [0.132, 1.433, -0.204], [-0.329, 2.413, -0.151], [-1.700, -1.228, -0.087], [0.577, -1.748, -0.991], [-0.640, -0.472, 1.126], [0.513, -0.567, 1.184]], "forces_ev_per_angstrom": [[0.1, -0.1, 0.0], [-0.1, -0.2, -0.2], [-0.4, 0.1, -0.1], [0.2, 0.0, 0.1], [0.0, -0.1, 0.2], [0.2, 0.0, 0.2], [0.1, -0.1, 0.0], [0.1, 0.1, 0.1], [0.0, 0.1, 0.0], [-0.1, 0.1, -0.1], [0.1, 0.1, -0.2]], "mulliken_charge": [-0.511, -0.262, -0.455, -0.142, -0.253, 0.125, 0.418, 0.298, 0.356, 0.161, 0.265], "total_charge": 0, "total_energy_ev": -7655.50540, "orbital_gap_ev": 8.712, "lumo_ha": -0.01433, "molar_mass_da": 83.09}

***

Record 3
{"formula": "C22H38N2O12", "method": "ωB97M-V/def2-TZVPD", "species": ["O", "O", "O", "O", "O", "O", "O", "O", "O", "O", "O", "O", "N", "N", "C", "C", "C", "C", "C", "C", "C", "C", "C", "C", "C", "C", "C", "C", "C", "C", "C", "C", "C", "C", "C", "C", "H", "H", "H", "H", "H", "H", "H", "H", "H", "H", "H", "H", "H", "H", "H", "H", "H", "H", "H", "H", "H", "H", "H", "H", "H", "H", "H", "H", "H", "H", "H", "H", "H", "H", "H", "H", "H", "H"], "coordinates": [[0.536, 2.578, 0.476], [-4.712, 2.877, -0.603], [-3.993, 1.207, 0.504], [1.821, -0.040, -1.993], [3.618, 1.536, -1.913], [1.488, 4.375, -0.108], [-1.519, -3.609, -2.535], [3.747, -0.835, -1.471], [-5.741, 2.349, 1.324], [-0.630, 3.999, -0.746], [0.564, -3.572, -3.157], [-0.747, -1.525, -3.438], [2.789, -0.132, 2.749], [-1.835, -3.807, 3.228], [-0.549, -2.901, -3.140], [-2.475, 0.126, -0.930], [-1.340, 0.338, 2.629], [0.969, 1.028, -2.324], [-2.225, -1.397, 4.247], [3.063, 0.203, -1.879], [-3.521, 2.440, -1.321], [-2.842, 1.418, -0.297], [1.837, 2.436, 1.088], [1.192, -1.197, 0.946], [-4.865, 2.199, 0.467], [-0.281, -3.232, 0.419], [2.751, 4.794, 1.820], [5.162, -0.842, -1.468], [-1.189, -0.267, 3.954], [0.366, 3.683, -0.158], [0.721, -2.599, 1.312], [2.069, -0.571, 1.933], [-2.016, -2.746, 3.686], [2.484, 3.802, 0.734], [1.749, -3.057, -3.635], [-2.844, -3.117, -2.334], [1.810, 2.439, 2.194], [5.509, -0.387, -2.305], [-1.334, 0.540, 4.532], [-1.444, -0.288, 1.730], [0.438, 0.666, -3.151], [-3.741, 2.026, -2.303], [1.903, -1.406, 0.230], [1.309, 2.055, -2.752], [-3.238, -1.308, 4.045], [-2.041, 1.839, 0.331], [0.204, 1.268, -1.627], [2.008, -2.284, -2.926], [-1.909, -0.570, -0.319], [-1.890, 0.295, -1.980], [2.037, 4.829, 2.615], [-1.141, -2.591, 0.298], [-2.203, 0.874, 2.543], [-3.328, -2.339, -2.905], [5.653, -0.349, -0.627], [0.130, -2.530, 2.281], [3.320, 3.714, -0.008], [2.636, 5.797, 1.381], [2.577, -3.760, -3.526], [5.417, -1.876, -1.611], [-0.576, -4.214, 0.834], [1.778, -2.658, -4.663], [-0.135, -0.659, 4.004], [-3.050, -2.896, -1.281], [-3.409, -4.003, -2.708], [-3.008, 3.317, -1.561], [3.798, 4.737, 2.229], [1.478, -3.308, 1.535], [0.420, -0.517, 0.631], [-0.630, 1.183, 2.546], [-2.129, -1.520, 5.312], [2.442, 1.568, 0.767], [-3.421, -0.310, -1.300], [0.126, -3.295, -0.574]], "forces_ev_per_angstrom": [[0.0, -3.9, 2.2], [0.6, 1.7, -2.7], [0.8, -1.7, 1.9], [-0.3, -0.2, 0.2], [-2.9, -7.8, -0.1], [-0.5, 1.8, -0.8], [1.8, 1.0, -1.2], [-1.1, -0.3, -0.2], [2.0, -0.1, -2.0], [-0.1, -0.1, 0.1], [-2.0, -1.6, -0.3], [1.6, -8.2, 1.2], [-1.7, -1.0, -2.1], [-0.6, 2.2, 1.0], [-2.6, 7.9, 0.3], [0.7, 0.0, -3.7], [1.4, 0.6, -2.1], [-0.9, 2.9, -2.3], [2.4, -0.9, 1.0], [4.8, 8.5, 1.5], [0.1, -0.8, 0.9], [-0.9, 1.6, -1.1], [1.1, 1.5, 0.7], [0.4, -0.7, 1.2], [-3.0, -0.9, 3.6], [-0.1, -0.2, -0.8], [1.6, 1.1, 0.1], [0.0, -0.7, 1.2], [0.8, -4.1, -2.6], [0.3, 1.6, -1.2], [-2.5, 0.8, 3.4], [1.2, 0.8, 2.9], [1.4, -1.8, -1.1], [0.6, -0.5, -1.9], [2.2, 1.8, -0.1], [-1.7, -1.7, -0.3], [-0.7, -0.5, -0.5], [0.9, 1.7, -2.6], [-0.4, 2.3, 3.1], [0.9, -0.2, 0.4], [-1.0, -0.8, -1.2], [-0.6, -0.6, 0.3], [1.2, 0.1, -2.7], [0.8, -2.0, 1.3], [-2.0, 1.6, -0.5], [-0.3, 0.2, -0.4], [-0.1, -0.3, 1.4], [0.3, 0.7, -0.2], [-0.1, 0.0, 0.0], [-1.0, -0.4, 2.7], [-0.5, -0.6, 0.7], [-0.6, 0.1, 0.2], [-3.0, 1.4, 0.3], [1.3, 0.8, -0.6], [-0.6, -0.3, 0.3], [1.0, 0.1, -0.7], [-0.2, -0.2, 1.2], [0.4, -0.3, -0.1], [-0.7, -0.6, -0.1], [0.2, -0.5, 0.6], [0.1, 0.6, -0.5], [-0.6, -0.2, 0.4], [-1.1, 0.2, 0.6], [0.4, -0.4, -0.2], [-0.1, 0.5, 1.0], [1.3, 1.3, 0.2], [-1.1, -0.1, -0.3], [1.3, -0.2, 0.0], [-0.2, 0.1, -0.3], [0.4, -0.8, -0.6], [-0.3, -0.4, 0.7], [-0.9, 0.5, -0.3], [0.4, -0.2, 0.4], [0.2, -0.6, -0.6]], "mulliken_charge": [0.084, -0.360, -0.442, 0.318, -0.704, -0.407, -0.301, -0.185, -0.636, -0.577, -0.314, -0.617, -0.716, -0.516, 0.760, -0.772, -0.880, -0.763, -0.868, 0.486, -0.475, 1.294, -0.069, 1.596, 0.620, -1.045, -1.557, -0.906, -0.798, 0.438, -0.313, -0.775, 0.382, 0.360, 0.066, -0.738, 0.348, 0.428, 0.680, -0.054, 0.533, 0.281, 0.361, 0.273, 0.426, 0.119, -0.032, -0.419, -0.559, 0.123, 0.385, -0.054, 1.110, 0.334, 0.296, -0.039, 0.322, 0.402, 0.291, 0.276, 0.492, 0.349, 0.250, 0.302, 0.349, 0.330, 0.349, 0.532, -0.289, -0.046, 0.360, -0.135, 0.425, 0.234], "total_charge": 0, "total_energy_ev": -50974.37623, "orbital_gap_ev": 10.646, "lumo_ha": 0.01182, "molar_mass_da": 522.55}